No. 1
C20H37MoN4O4SSi | wB97M-V/def2-TZVPD

Output
**Energy relative to the best compared isomer or geometry (same formula, charge and spin)**: 0.0 kcal/mol
**Orbital gap**: 7.049 eV
**Net charge**: +3
**Total energy**: -56038.3989 eV

```
68
Properties=species:S:1:pos:R:3:mulliken_charge:R:1
Mo 0.0417 -0.8353 0.9072 -0.069
C -4.4126 -1.3363 1.5724 -1.640
C -2.9905 -1.4013 1.1474 0.558
N -2.0578 -0.6340 1.6148 0.574
N -2.3520 0.3438 2.5428 -0.555
C -1.5369 1.4090 2.5915 0.588
N -1.7955 2.4228 3.3738 -0.316
S -0.1480 1.4338 1.5417 -0.228
C -2.5009 -2.3333 0.1215 0.640
C -3.2923 -3.2662 -0.5121 -0.693
C -2.7403 -4.0622 -1.5160 -0.557
C -1.4167 -3.8830 -1.8639 -0.764
C -0.6728 -2.9231 -1.1933 -0.019
N -1.1935 -2.1728 -0.2151 -0.034
H -4.7322 -0.3083 1.7489 0.482
H -4.5538 -1.9120 2.4940 0.381
H -5.0765 -1.7507 0.8198 0.460
H -3.2191 0.2974 3.0640 0.259
H -2.6340 2.4941 3.9379 0.237
H -1.1540 3.2052 3.4169 0.263
H -4.3323 -3.3881 -0.2451 0.366
H -3.3512 -4.8008 -2.0185 0.487
H -0.9505 -4.4669 -2.6455 0.474
H 0.3693 -2.7589 -1.4350 0.479
C 5.7781 -0.4079 2.8402 -1.512
C 4.4109 0.1826 2.5618 1.492
C 4.2797 0.6770 1.1323 -1.305
C 4.0345 1.2509 3.5675 -1.585
O 3.4041 -0.9019 2.7713 0.292
Si 3.0460 -2.2036 1.9453 -0.528
O 1.6112 -1.5104 0.8515 -0.207
O 2.0549 -3.2271 2.6993 0.093
C 1.0629 -2.9997 3.7180 1.724
C 0.2632 -1.7472 3.3002 -1.021
C 0.1824 -4.2317 3.7344 -1.800
C 1.7252 -2.7371 5.0608 -1.684
O 4.0856 -2.7951 0.9337 0.108
C 4.2459 -4.0373 0.1357 1.579
C 4.5119 -5.1697 1.1089 -1.583
C 2.9618 -4.2438 -0.6496 -1.461
C 5.4281 -3.7713 -0.7726 -1.663
H 6.5427 0.3539 2.6871 0.500
H 5.9897 -1.2370 2.1634 0.202
H 5.8472 -0.7556 3.8707 0.378
H 4.9510 1.5201 0.9718 0.540
H 3.2627 1.0271 0.9368 0.185
H 4.5473 -0.1020 0.4148 0.202
H 4.7553 2.0670 3.5263 0.477
H 4.0403 0.8449 4.5787 0.357
H 3.0456 1.6595 3.3477 0.282
H -0.1575 -2.0561 2.2748 0.846
H 0.9060 -0.8650 3.3438 0.046
H -0.6227 -1.5782 3.9104 0.930
H -0.2394 -4.4195 2.7438 0.359
H -0.6266 -4.1196 4.4574 0.402
H 0.7722 -5.1013 4.0201 0.457
H 2.3742 -1.8630 5.0183 0.203
H 2.3190 -3.6058 5.3456 0.445
H 0.9698 -2.5836 5.8334 0.487
H 3.6794 -5.2896 1.8055 0.225
H 5.4280 -4.9866 1.6694 0.408
H 4.6336 -6.1046 0.5611 0.484
H 2.1175 -4.4253 0.0239 0.216
H 3.0658 -5.1116 -1.3005 0.590
H 2.7697 -3.3706 -1.2805 0.256
H 6.3257 -3.5789 -0.1871 0.386
H 5.2360 -2.9150 -1.4200 0.380
H 5.6135 -4.6437 -1.3993 0.450
```


No. 2
C20H38Cl12N2 | wB97M-V/def2-TZVPD

Output
**Energy relative to the best compared isomer or geometry (same formula, charge and spin)**: 0.0 kcal/mol
**Orbital gap**: 10.616 eV
**Total energy**: -174606.4742 eV

```
72
Properties=species:S:1:pos:R:3:mulliken_charge:R:1
Cl -25.5369 8.5909 -11.3758 -0.183
C -25.9731 9.3704 -9.8297 -0.467
C -24.7790 9.6683 -8.9374 -0.520
Cl -23.4870 10.5047 -9.8341 -0.098
H -26.6105 8.6319 -9.3500 0.353
H -26.5038 10.2904 -10.0543 0.239
H -24.3661 8.7883 -8.4487 0.364
H -25.1157 10.3044 -8.1170 0.255
Cl -21.5388 11.2280 -13.0521 -0.192
C -20.9581 11.8643 -11.4688 -0.215
C -19.5562 12.3962 -11.7147 -0.378
Cl -19.5583 13.7876 -12.8399 -0.205
H -20.9926 11.0520 -10.7457 0.176
H -21.6246 12.6341 -11.0971 0.278
H -18.8738 11.7095 -12.2116 0.450
H -19.0128 12.7003 -10.8230 0.127
Cl -25.6694 16.5668 -8.4180 -0.197
C -24.5221 15.2457 -8.0881 -0.139
C -25.1965 13.8926 -8.2490 -0.146
Cl -25.6305 13.5933 -9.9362 -0.179
H -24.1493 15.3741 -7.0764 0.299
H -23.7648 15.3267 -8.8630 0.027
H -26.1283 13.7601 -7.6965 0.404
H -24.6063 13.0384 -7.9090 -0.077
Cl -17.0752 13.4590 -5.8423 -0.215
C -16.9904 11.8669 -5.0351 0.021
C -17.2061 10.7099 -5.9946 -0.050
Cl -15.8918 10.4810 -7.0705 -0.200
H -17.7926 11.9147 -4.2986 -0.190
H -16.0528 11.8045 -4.4915 0.444
H -18.0819 10.7773 -6.6350 -0.135
H -17.3603 9.7967 -5.4155 0.323
Cl -20.7499 10.8107 -5.8580 -0.196
C -21.2810 11.9760 -7.0909 0.224
C -20.0661 12.5932 -7.7322 -0.032
Cl -20.5394 13.8585 -8.9090 -0.244
H -22.0206 12.6199 -6.6232 0.081
H -21.8692 11.4993 -7.8760 -0.087
H -19.4761 11.8889 -8.3162 0.419
H -19.3951 13.0165 -6.9896 -0.139
Cl -21.2722 13.9220 -4.3455 -0.146
C -20.0685 15.2218 -4.1223 0.105
C -19.4865 15.3383 -2.7147 -0.644
Cl -19.2004 13.7668 -1.8661 -0.189
H -20.5213 16.1845 -4.3468 0.194
H -19.2475 15.0019 -4.7998 -0.004
H -20.1729 15.8813 -2.0708 0.329
H -18.5336 15.8562 -2.7522 0.382
C -21.6457 18.0077 -10.3953 -1.223
C -21.7152 18.4719 -8.9370 -0.316
C -21.0382 17.4333 -8.0482 0.427
C -21.1394 17.6928 -6.5924 0.040
N -21.2189 17.8712 -5.4630 -0.587
H -20.6331 18.1050 -10.7952 0.344
H -22.2102 18.7018 -11.0232 0.365
H -22.0414 17.0026 -10.5317 0.282
H -22.7769 18.5698 -8.7124 0.292
H -21.2012 19.4304 -8.8900 0.362
H -19.9728 17.3190 -8.2433 0.407
H -21.5536 16.4708 -8.1078 -0.435
C -21.5021 11.1379 0.2329 -1.129
C -22.1722 10.6787 -1.0457 -0.661
C -21.3736 10.9170 -2.3294 0.600
C -20.0723 10.2056 -2.3940 0.195
N -19.0796 9.6389 -2.4798 -0.556
H -21.0350 12.1192 0.1594 0.247
H -20.7610 10.4536 0.6505 0.333
H -22.2592 11.1816 1.0217 0.363
H -23.1170 11.2021 -1.2037 0.341
H -22.3992 9.6110 -1.1025 0.332
H -21.1163 11.9613 -2.5126 -0.360
H -21.9503 10.4908 -3.1521 0.310
```


E_HOMO values, unit eV, following the record order: -18.41; -10.53.